Density functional theory data (wB97M-V/def2-TZVPD) for a cluster of 11 separate species, C30H82O27S11 in total at a distorted geometry.

For the HOMO-LUMO gap, the calculation gives 8.255 eV. For the HOMO energy, the calculation gives -8.3 eV. The net charge is 0. The strongest force on any atom comes out at 3.61 eV/A.

Last column: Löwdin charge in e.
Atoms and positions in Å:
S  -0.0268  0.2557  0.3482  0.88
S  2.2207  -2.4253  5.7050  0.82
S  5.1901  0.5464  -2.3398  0.59
S  -0.3894  1.5403  4.4454  0.61
S  -4.9717  1.2166  1.4518  0.57
S  -5.3871  -4.7657  1.7761  0.56
S  -1.6547  6.2987  -0.0409  0.59
S  5.3118  -5.1712  3.3188  0.56
S  -0.6503  1.1813  -5.3685  0.56
S  3.1845  4.4941  0.8517  0.86
S  -1.9317  -4.1900  -1.2202  0.54
O  -4.4306  1.5663  0.0924  -0.27
O  -6.7737  -4.9532  2.1428  -0.27
O  -1.5446  7.7185  -0.1117  -0.27
O  5.5005  1.1507  -3.7696  -0.26
O  -0.9846  0.1199  3.8278  -0.28
O  -3.9313  1.1236  2.4635  -0.29
O  5.1560  -4.7947  4.6991  -0.29
O  2.0017  -3.7682  5.0501  -0.58
O  5.7434  -3.8906  2.5184  -0.25
O  -1.6586  -4.2692  0.1819  -0.27
O  6.1249  -6.3149  3.0148  -0.27
O  -0.2354  1.7623  0.3095  -0.57
O  2.0020  5.3566  0.7378  -0.57
O  0.7588  0.8590  -5.5078  -0.30
O  -0.9141  1.7555  5.7792  -0.28
O  -1.3404  0.6445  -4.2268  -0.28
O  -2.9587  5.7158  -0.1643  -0.28
O  -2.9762  -3.0930  -1.4645  -0.31
O  -4.7652  -5.7018  0.8679  -0.31
O  -1.3584  0.9644  -6.7316  -0.27
O  -5.8410  0.0895  1.2119  -0.28
O  6.0139  1.2464  -1.3800  -0.28
O  -0.8218  5.6621  -1.2470  -0.27
O  1.0209  1.3971  4.4145  -0.28
O  3.7516  0.4094  -2.1169  -0.31
O  -4.6125  -4.8138  3.1185  -0.24
O  -0.8784  -4.0360  -2.1870  -0.29
C  -6.0104  2.6794  1.8980  -0.07
C  -2.1260  -0.4625  4.4758  -0.29
C  -4.4683  -1.5627  -2.6545  -0.05
C  -0.7833  5.5846  1.3137  -0.12
C  -3.1966  -5.1816  3.1282  -0.23
C  -5.0248  -3.2208  1.0608  -0.12
C  -0.0230  6.3500  -3.3608  -0.04
C  7.4025  -2.2154  2.2468  -0.06
C  0.2446  6.4400  -1.8594  -0.21
C  -1.6243  -0.4439  0.4053  -0.26
C  2.5256  2.8378  1.3419  -0.23
C  3.5448  2.2764  -4.8128  -0.07
C  2.4289  -1.3101  4.3555  -0.29
C  4.4290  1.0974  -4.8353  -0.20
C  -2.2489  -4.0793  3.4658  -0.08
C  -1.0460  -0.2789  -7.5096  -0.18
C  -3.4484  2.5857  -0.0672  -0.26
C  -0.8159  0.0926  -8.9879  -0.06
C  0.2550  -0.1458  -1.3852  -0.22
C  -3.0396  -2.0748  -2.5323  -0.20
C  -3.1631  2.6537  -1.4937  -0.05
C  -1.0088  2.6978  3.2688  -0.11
C  -0.7807  2.9284  -5.3324  -0.12
C  3.9484  -2.3951  6.4107  -0.21
C  -2.8764  -5.6851  -1.6839  -0.09
C  7.1098  -3.5763  2.7467  -0.29
C  3.5518  3.9556  -0.8315  -0.25
C  5.8032  -1.1169  -2.6695  -0.10
C  3.7267  -5.3459  2.6414  -0.12
C  -1.8259  -1.2617  5.7585  -0.06
H  -1.7570  -0.2478  1.4647  0.02
H  -0.4830  0.4316  -1.9290  0.03
H  3.8443  0.2308  -4.7545  0.10
H  2.9992  2.0823  -5.7109  0.06
H  -2.2563  -1.3524  -2.3287  0.09
H  -2.6172  -1.1841  3.7733  0.11
H  7.0074  -1.4652  2.8531  0.06
H  -1.8598  3.1846  -5.1889  0.10
H  3.7594  -5.2873  1.5229  0.10
H  4.6487  -2.8505  5.6667  0.05
H  2.1083  2.9927  2.3395  0.04
H  3.8147  4.8197  -1.4041  0.04
H  5.3313  -1.3492  -3.6437  0.07
H  -3.8886  3.5319  0.3593  0.12
H  4.9675  1.0587  -5.7391  0.11
H  -0.0998  -0.6741  -7.1140  0.11
H  -2.4594  0.1000  -0.1463  0.09
H  -0.4559  3.4214  -6.2387  0.08
H  -2.8637  0.2738  4.7357  0.10
H  0.0380  7.4367  -1.5346  0.10
H  -2.1283  -3.2343  2.7228  0.08
H  1.5348  -1.4063  3.7100  0.06
H  1.2661  0.1195  -1.7001  0.04
H  2.8493  2.1425  -3.9844  0.08
H  -0.6347  4.5832  1.0416  0.03
H  7.3826  -3.7366  3.7907  0.13
H  -5.5333  -2.4205  1.5942  0.06
H  -2.6692  1.7890  -1.9849  0.08
H  -0.4884  3.5481  3.6669  0.07
H  -1.2649  -2.2125  5.5407  0.08
H  -0.6644  2.3602  2.3108  0.02
H  -1.3693  5.6844  2.2074  0.07
H  3.8833  3.2804  -4.9163  0.08
H  -4.8251  -0.9126  -1.8310  0.08
H  3.3568  2.1342  1.4754  0.06
H  -5.4846  3.6060  1.7333  0.05
H  1.1366  5.9995  -1.5304  0.08
H  0.0839  0.6909  -9.1463  0.08
H  -1.8757  -0.9380  -7.3575  0.11
H  -1.6832  0.6242  -9.4048  0.08
H  -1.5231  -1.5316  0.2374  0.06
H  -1.4027  -0.4901  6.4515  0.08
H  -6.2548  2.5322  2.9079  0.05
H  -2.7568  -2.6268  -3.4608  0.13
H  -0.6258  -0.7733  -9.6365  0.08
H  -0.1988  3.3124  -4.4955  0.06
H  -0.0515  5.3174  -3.7478  0.06
H  -2.4934  3.4633  -1.6025  0.06
H  -0.9490  6.8621  -3.4600  0.07
H  -2.1054  2.6230  3.3221  0.08
H  2.4921  -0.2439  4.6695  0.05
H  3.1245  -4.5172  2.9645  0.04
H  -2.8139  -5.9028  -2.7350  0.06
H  -3.1676  -5.8768  4.0075  0.14
H  -2.4886  -6.5180  -1.1054  0.07
H  4.3088  3.2011  -0.7621  0.02
H  -2.6117  2.2491  0.5519  0.09
H  -3.9210  -5.5692  -1.4666  0.04
H  4.0637  -1.3095  6.5060  0.04
H  -2.4918  -3.5178  4.3399  0.04
H  7.3209  -1.9686  1.1528  0.11
H  -1.2154  -4.5408  3.6069  0.12
H  6.8621  -1.0751  -2.6950  0.05
H  2.6540  3.4332  -1.2051  0.06
H  -5.5028  -3.2515  0.0517  0.09
H  1.8353  2.4826  0.5408  0.03
H  5.4097  -1.8533  -1.9528  0.08
H  3.3503  -1.6337  3.8381  0.06
H  -2.9250  -5.7587  2.2508  0.10
H  0.2364  6.0406  1.3660  0.07
H  -4.0042  2.8507  -2.1155  0.09
H  8.4155  -2.0946  2.5123  0.07
H  0.7213  6.9098  -3.9152  0.08
H  -6.9100  2.7250  1.3031  0.07
H  -2.8062  -1.5575  6.0761  0.07
H  0.0885  -1.2084  -1.3931  0.04
H  -5.2071  -2.3878  -2.8751  0.10
H  3.8250  -2.7345  7.3878  0.01
H  3.3969  -6.2809  3.0755  0.08
H  -3.9350  -3.1451  0.9604  0.05
H  -4.4615  -0.9076  -3.5333  0.08
H  7.6643  -4.2923  2.2032  0.11

=====

Density functional theory data (wB97M-V/def2-TZVPD) for a structure of composition C26H21N7O8S2SnTe.

For the HOMO-LUMO gap, the calculation gives 5.453 eV. For the HOMO energy, the calculation gives -2.2 eV. The net charge is -2. The strongest force on any atom comes out at 0.29 eV/A.

Last column: natural (NBO) charge in e.
Atoms and positions in Å:
Te  0.4053  4.2808  -2.4829  -0.17
Sn  -0.0145  2.0056  -0.6347  1.19
S  2.9028  1.9536  0.9255  2.36
S  3.5892  3.8292  -3.3708  0.42
O  -1.0017  4.5725  2.5137  -0.67
O  -1.0801  3.2059  0.7504  -0.87
O  -1.7412  -1.3666  0.9749  -0.71
O  3.9248  2.7753  1.5388  -0.98
O  0.9623  -7.3397  -1.0844  -0.40
O  -3.7768  -2.3269  1.0401  -0.79
O  3.1653  1.3215  -0.3450  -0.97
O  -0.7179  -8.3790  -0.2453  -0.41
N  -4.0438  -0.0618  -0.4225  -0.35
N  1.5105  2.6838  0.8041  -1.12
N  -4.1013  -0.1340  -1.7638  -0.29
N  -2.3175  2.2195  -3.8018  -0.35
N  -0.1120  -7.3526  -0.5096  0.54
N  -3.0566  1.7548  -1.1188  -0.48
N  -3.7487  0.9913  -5.8565  -0.40
C  4.5757  4.7760  -1.2303  -0.25
C  -3.3998  1.0531  -0.0571  0.21
C  -1.8871  -3.6655  0.5231  -0.10
C  -3.9774  0.7107  -4.5811  0.01
C  -2.5347  -4.8622  0.8155  -0.19
C  1.4214  -2.5044  4.7782  -0.63
C  -0.4727  3.7977  1.7348  0.79
C  -3.2631  1.3211  -3.5466  0.14
C  -1.9559  -6.0760  0.4914  -0.20
C  1.8644  -1.4200  3.8328  -0.03
C  -2.5210  -2.3206  0.8896  0.74
C  2.4816  4.4165  -2.1929  -0.47
C  2.5809  0.6238  2.0716  -0.34
C  1.0025  3.4366  1.9350  -0.35
C  -3.4996  0.9804  -2.1377  0.24
C  1.7238  -1.5863  2.4564  -0.15
C  2.7455  0.8010  3.4371  -0.19
C  2.3856  -0.2201  4.3087  -0.23
C  -0.6524  -3.6908  -0.1195  -0.14
C  -0.0663  -4.8941  -0.4732  -0.20
C  -2.7921  1.8879  -6.0997  -0.04
C  4.9562  4.2268  -2.4157  -0.46
C  3.1630  4.8895  -1.1079  -0.31
C  -0.7275  -6.0707  -0.1533  -0.02
C  2.0759  -0.5749  1.5810  -0.20
C  -2.0819  2.4964  -5.0778  0.00
H  -1.2960  3.2173  -5.2781  0.21
H  5.2686  5.0584  -0.4502  0.21
H  1.7812  -3.4828  4.4557  0.21
H  0.8852  -4.9347  -0.9821  0.24
H  -4.7428  -0.0197  -4.3500  0.21
H  1.0253  2.8519  2.8649  0.20
H  3.1686  1.7263  3.8053  0.23
H  5.9564  4.0073  -2.7544  0.22
H  -2.4355  -7.0165  0.7181  0.23
H  2.6619  5.2739  -0.2313  0.23
H  1.5666  4.3539  2.1166  0.21
H  1.9466  -0.6926  0.5135  0.24
H  1.7864  -2.3215  5.7895  0.20
H  -3.1666  1.3013  0.9648  0.23
H  -2.5874  2.1245  -7.1378  0.18
H  -4.1888  -0.9079  0.1584  0.46
H  2.5056  -0.0772  5.3772  0.20
H  0.3313  -2.5545  4.8178  0.22
H  -3.5051  -4.8121  1.2906  0.24
H  -0.1680  -2.7455  -0.3287  0.24
H  1.3133  -2.5149  2.0663  0.20

=====

Density functional theory data (wB97M-V/def2-TZVPD) for a structure of composition C8H9DyN2O5S at a distorted geometry.

Its multiplicity is 6. For the HOMO-LUMO gap (spin up / spin down), the calculation gives 6.175 / 6.269 eV. For the HOMO energy (spin up / spin down), the calculation gives -15.3 / -15.3 eV. The net charge is +2. The strongest force on any atom comes out at 5.72 eV/A.

Last column: Mulliken spin population.
Atoms and positions in Å:
Dy  1.0822  1.0338  0.7179  5.00
S  2.3670  -1.0197  1.8318  0.01
O  -1.9046  1.0333  2.6709  0.00
O  2.9802  -0.5400  -1.8669  0.00
O  -2.0606  0.1588  -0.3239  0.01
O  0.1042  1.3892  -2.6990  0.00
O  -0.0236  -2.4265  0.1220  0.00
N  2.3651  -0.9049  4.4869  0.00
N  0.3304  -1.5584  3.5279  0.00
C  0.3706  1.3676  -1.5733  -0.02
C  2.4622  0.0189  -1.0080  0.00
C  -0.7590  -1.7719  -0.6308  0.01
C  -0.9357  -0.2847  -0.3556  0.02
C  1.6121  -1.1769  3.3923  0.00
C  -0.9276  1.0109  2.0686  -0.03
C  1.8478  -0.1658  5.6554  0.00
C  -0.1801  -2.2328  4.7286  0.00
H  3.3142  -0.6251  4.2416  0.00
H  0.6071  -2.7402  5.2911  0.00
H  -0.6663  -1.4854  5.3612  0.00
H  -0.1137  -1.8028  2.6399  0.00
H  1.1453  -0.7828  6.2172  0.00
H  1.3651  0.7638  5.3453  0.00
H  -0.9221  -2.9669  4.4086  0.00
H  2.6967  0.0784  6.3056  0.00
H  -1.4335  -2.1968  -1.3983  0.00

=====

Density functional theory data (wB97M-V/def2-TZVPD) for a cluster of 2 separate species, C6H8 in total at a distorted geometry.

For the HOMO-LUMO gap, the calculation gives 8.932 eV. For the HOMO energy, the calculation gives -8.1 eV. The net charge is 0. The strongest force on any atom comes out at 5.20 eV/A.

Last column: natural (NBO) charge in e.
Atoms and positions in Å:
C  1.3710  0.4055  0.9365  -0.42
C  2.3316  -0.2064  0.0111  -0.42
C  0.0104  -0.4586  -1.1545  -0.09
C  -2.3399  -0.0036  -0.7831  -0.13
C  -2.5592  0.1250  0.4966  -0.50
C  0.8491  -0.3409  -0.1637  -0.12
H  -2.8315  -0.0806  -1.7385  0.19
H  -1.6150  0.2291  1.0342  0.21
H  0.0958  -0.9121  -2.0763  0.18
H  1.2777  -0.0253  1.9348  0.22
H  2.8082  0.5302  -0.6466  0.21
H  1.1166  1.3576  0.9761  0.22
H  2.9040  -1.0708  0.1100  0.23
H  -3.4190  0.4508  1.0633  0.21